# 1
The following is a quantum chemistry calculation of a cluster of 2 separate species, C6H4Br2 in total in a non-equilibrium geometry, from the OMol25 dataset.

The frontier orbital gap (spin up / spin down) is 7.1 / 7.5 eV. The calculation puts the energy relative to the best compared isomer or geometry (same formula, charge and spin) at 103.3 kcal/mol. The value obtained for the calculated total energy is -146364.2736 eV. As for the HOMO energy (spin up / spin down): -8.04 / -8.35 eV. Its LUMO energy (spin up / spin down) is -0.9 / -0.8 eV.

XYZ file:
```
12
Properties=species:S:1:pos:R:3:forces:R:3
C 0.73216 2.37906 -0.39367 -1.531 -0.360 0.228
C -0.36064 -2.82424 -0.37328 0.668 1.663 0.753
C -0.33772 1.89517 -0.09010 -1.304 -0.622 1.306
C 0.21721 -1.85422 0.05827 2.605 1.403 0.478
C -1.41516 1.23367 0.46561 -0.256 -0.075 -0.466
C 1.20262 -0.86836 0.49232 -1.869 -1.740 -1.509
Br -2.47381 0.07023 -0.63969 0.442 0.715 0.577
Br 2.24682 0.07526 -0.70174 0.196 -0.510 -0.319
H 1.39984 2.89894 -0.95212 1.699 1.312 -0.957
H -1.08021 -3.46989 -0.70022 -1.221 -1.442 -0.661
H -1.86435 1.45708 1.44683 0.473 -0.203 -0.722
H 1.73323 -0.99270 1.38778 0.098 -0.141 1.294
```
Positions in Å, forces in eV/Å.

Taken from the natural (NBO) analysis, the atomic charges in e are:
1 C -0.159
2 C -0.168
3 C -0.120
4 C -0.089
5 C -0.285
6 C -0.313
7 Br 0.073
8 Br 0.168
9 H 0.218
10 H 0.223
11 H 0.236
12 H 0.213

=====

# 2
The following is a quantum chemistry calculation of an isolated molecule of C6H4Br2O in a non-equilibrium geometry, from the OMol25 dataset.

The frontier orbital gap (spin up / spin down) is 7.5 / 7.5 eV. The calculation puts the energy relative to the best compared isomer or geometry (same formula, charge and spin) at 90.1 kcal/mol. The value obtained for the calculated total energy is -148411.4604 eV. As for the HOMO energy (spin up / spin down): -8.63 / -8.63 eV. Its LUMO energy (spin up / spin down) is -1.1 / -1.1 eV.

XYZ file:
```
13
Properties=species:S:1:pos:R:3:forces:R:3
C -1.06253 1.08512 0.80153 0.510 2.051 -0.987
C -0.58811 -0.11423 1.05107 1.914 -0.664 -1.306
C -0.23950 2.10441 0.13681 0.315 -0.975 1.429
C -0.44283 -0.84286 -1.67085 0.279 -0.601 -0.119
C 0.85835 -0.45173 0.53054 -0.370 -1.774 2.853
C 0.81799 -1.00762 -0.88251 0.386 -0.149 0.446
O -0.18757 -2.00630 -1.13019 -0.280 0.480 -0.110
Br -0.97060 2.82392 -1.33600 -0.721 0.375 -0.731
Br 2.45626 -1.42815 -1.85381 -0.663 0.444 0.630
H -2.08273 1.23236 1.04284 -1.069 0.607 0.053
H -1.36691 -0.78647 1.34809 0.440 -1.038 0.464
H 1.40405 0.46524 0.58646 0.299 0.813 -0.506
H 1.40413 -1.07369 1.37603 -1.041 0.430 -2.116
```
Positions in Å, forces in eV/Å.

Taken from the natural (NBO) analysis, the atomic charges in e are:
1 C -0.366
2 C -0.127
3 C -0.107
4 C 0.325
5 C -0.509
6 C 0.018
7 O -0.426
8 Br 0.191
9 Br 0.048
10 H 0.225
11 H 0.222
12 H 0.271
13 H 0.236

=====

# 3
The following is a quantum chemistry calculation of the ion C6H4Br3IN3 with charge +1 in a non-equilibrium geometry, from the OMol25 dataset.

The frontier orbital gap is 8.6 eV. As for the charge: +1. The value obtained for the calculated total energy is -228975.1524 eV. As for the HOMO energy: -13.19 eV. Its LUMO energy is -4.6 eV.

XYZ file:
```
17
Properties=species:S:1:pos:R:3:forces:R:3
C 2.35826 1.78917 0.17872 -0.666 1.997 -0.276
C 1.02384 1.55110 0.02313 0.124 0.899 0.072
C 3.23017 0.67974 0.35464 0.752 -0.810 -0.728
C 0.53173 0.23571 -0.05122 0.020 1.698 0.369
C -1.08867 -1.47799 -0.46071 -2.062 -0.260 1.808
C -0.83633 -2.12024 -1.60802 1.961 2.138 0.281
N 2.73433 -0.55538 0.28062 2.725 2.770 0.567
N 1.44813 -0.66929 0.09184 0.842 -7.030 1.554
N -0.71923 -0.08975 -0.16909 -4.780 0.011 -1.670
Br -0.17939 2.99892 -0.00843 0.035 -0.332 -0.178
Br 5.18300 0.93250 0.52088 -2.187 -0.372 -0.091
Br -0.85743 -3.90664 -1.74559 -0.832 -2.110 -0.035
I 0.42523 -1.29499 -3.12972 -0.644 0.227 0.332
H 2.52614 2.92766 0.10653 0.906 -2.173 0.488
H -1.76153 -1.99824 0.37077 1.684 1.133 -1.852
H 1.28251 -1.82490 0.31228 -0.555 4.313 -1.346
H -1.50605 0.68388 -0.36097 2.676 -2.099 0.705
```
Positions in Å, forces in eV/Å.

Taken from the natural (NBO) analysis, the atomic charges in e are:
1 C -0.206
2 C -0.109
3 C 0.132
4 C 0.397
5 C -0.168
6 C -0.305
7 N -0.181
8 N -0.300
9 N -0.569
10 Br 0.180
11 Br 0.160
12 Br 0.236
13 I 0.222
14 H 0.294
15 H 0.260
16 H 0.487
17 H 0.470

=====

# 4
The following is a quantum chemistry calculation of a structure of composition C6H4CdIN2O2PS in a non-equilibrium geometry, from the OMol25 dataset.

The frontier orbital gap is 3.6 eV. As for the charge: +2. The value obtained for the calculated total energy is -46129.7139 eV. As for the HOMO energy: -15.58 eV. Its LUMO energy is -12.0 eV.

XYZ file:
```
18
Properties=species:S:1:pos:R:3:forces:R:3
O 1.97449 -1.15309 0.08882 -0.680 -0.473 -0.503
C 0.68490 -0.67949 -0.00463 -1.078 -0.408 -0.585
C -0.43248 -1.63205 -0.24963 1.334 1.081 0.876
C -1.72262 -1.13373 -0.40149 -0.869 -0.657 0.114
C -1.97118 0.22449 -0.31791 -0.153 -0.608 -0.439
N -3.17303 0.82622 -0.46207 -0.188 0.101 -0.007
S -2.90540 2.36537 -0.28445 -0.132 0.071 0.040
N -1.32382 2.39496 -0.01926 0.098 0.369 0.022
C -0.91281 1.13661 -0.08315 0.098 -0.142 0.005
C 0.40890 0.65626 0.05793 1.361 0.177 0.328
P 1.77200 1.88589 0.36647 -0.045 0.691 -0.092
O 2.77331 1.53078 -0.85267 -0.414 -0.118 0.229
I 2.87821 0.93727 2.29175 -0.125 -0.453 0.209
H 2.12196 -1.57876 0.94745 0.995 0.644 0.033
H -0.22349 -2.70665 -0.37798 -0.014 0.240 -1.731
H -2.53226 -1.81571 -0.61674 -0.191 -0.053 0.089
H 2.25031 1.45182 -1.66503 0.400 -0.015 -0.341
Cd 0.33303 -2.71017 1.58262 -0.397 -0.446 1.753
```
Positions in Å, forces in eV/Å.

Taken from the natural (NBO) analysis, the atomic charges in e are:
1 O -0.645
2 C 0.267
3 C -0.470
4 C -0.060
5 C 0.031
6 N -0.538
7 S 1.233
8 N -0.612
9 C 0.226
10 C -0.456
11 P 1.110
12 O -0.941
13 I 0.087
14 H 0.444
15 H 0.237
16 H 0.281
17 H 0.518
18 Cd 1.290

=====

# 5
The following is a quantum chemistry calculation of a structure of composition C6H4Cl3FO4PdSSi in a non-equilibrium geometry, from the OMol25 dataset.

The frontier orbital gap (spin up / spin down) is 4.2 / 4.2 eV. The calculation puts the energy relative to the best compared isomer or geometry (same formula, charge and spin) at 111.8 kcal/mol. The value obtained for the calculated total energy is -76952.5081 eV. As for the HOMO energy (spin up / spin down): -8.63 / -8.65 eV. Its LUMO energy (spin up / spin down) is -4.4 / -4.4 eV.

XYZ file:
```
21
Properties=species:S:1:pos:R:3:forces:R:3
Pd -0.06290 -0.38009 -0.51407 -0.851 -0.410 -3.413
O 1.26050 0.80454 3.00818 0.064 0.205 0.708
S 0.73837 0.30462 1.79775 2.085 0.802 0.529
O -0.30598 -0.85734 2.18958 -0.611 -0.139 0.986
O 1.65638 -0.38414 0.90317 0.586 -0.213 0.734
O -0.09520 1.22777 1.03316 -0.311 1.201 -0.490
Cl -2.55544 -0.21154 0.42519 -0.411 0.150 0.735
Si -1.92428 -0.65382 2.34238 0.341 -0.492 -1.590
Cl -0.39992 -2.68194 -0.41705 0.120 0.328 -0.811
Cl -2.51354 -2.42777 2.99674 -0.498 -0.339 0.453
F 1.49322 2.22197 -5.95818 0.035 0.032 0.070
C 1.13008 1.67789 -4.78300 -0.072 -0.109 0.124
C -0.19543 1.31940 -4.60513 0.443 0.110 -0.019
C -0.57310 0.73999 -3.40482 -0.262 -0.494 0.841
C 0.37410 0.52149 -2.40967 0.070 -0.343 0.609
C 1.70545 0.88243 -2.61480 -0.254 -0.375 0.997
C 2.09099 1.47929 -3.80441 -0.367 0.036 -0.316
H -0.90641 1.48065 -5.40039 -0.070 0.018 -0.032
H -1.60366 0.43885 -3.26783 0.000 0.006 0.031
H 2.44590 0.70305 -1.83630 -0.122 0.042 -0.153
H 3.11167 1.78031 -3.98121 0.084 -0.016 0.006
```
Positions in Å, forces in eV/Å.

Taken from the natural (NBO) analysis, the atomic charges in e are:
1 Pd 0.824
2 O -0.905
3 S 2.561
4 O -1.072
5 O -0.954
6 O -0.996
7 Cl -0.239
8 Si 1.554
9 Cl -0.526
10 Cl -0.281
11 F -0.318
12 C 0.408
13 C -0.274
14 C -0.253
15 C 0.037
16 C -0.254
17 C -0.271
18 H 0.238
19 H 0.234
20 H 0.246
21 H 0.240

=====

# 6
The following is a quantum chemistry calculation of a structure of composition C6H4CoN2O5S in a non-equilibrium geometry, from the OMol25 dataset.

The frontier orbital gap (spin up / spin down) is 7.9 / 7.0 eV. As for the charge: +2. The expectation value of S² is 3.78. The calculation puts the energy relative to the best compared isomer or geometry (same formula, charge and spin) at 22.8 kcal/mol. The value obtained for the calculated total energy is -67946.0278 eV. As for the spin multiplicity: 4. As for the HOMO energy (spin up / spin down): -15.42 / -18.72 eV. Its LUMO energy (spin up / spin down) is -7.5 / -11.8 eV.

XYZ file:
```
19
Properties=species:S:1:pos:R:3:forces:R:3
O 0.00188 2.78955 0.06716 -0.005 -3.936 -1.330
C 0.00121 1.71281 -0.35969 0.003 8.799 1.667
Co -0.00014 0.00658 -0.90441 0.059 -0.064 -0.378
O 0.00024 0.00667 -3.85699 0.005 -0.103 3.186
C 0.00018 -0.01520 -2.71407 -0.022 0.108 -4.902
C -0.00108 -1.70029 -0.35679 0.009 -8.360 1.384
O -0.00199 -2.77322 0.06415 -0.005 3.373 -1.059
C -1.69468 -0.01602 -0.38242 -9.297 0.212 1.769
O -2.77388 0.00142 0.04722 4.133 -0.115 -1.371
C 1.70124 -0.01797 -0.37623 7.716 0.168 1.181
O 2.76734 -0.00270 0.04123 -2.591 -0.084 -0.760
N 0.00009 -1.16169 4.80824 -0.007 0.657 -1.102
C -0.00005 0.00154 4.13861 0.000 -0.026 3.819
N 0.00009 1.16158 4.81338 0.006 -0.594 -1.204
S -0.00056 0.00828 2.44577 -0.003 0.000 -1.020
H 0.00002 -1.23986 5.82453 -0.029 0.122 -0.274
H -0.00002 -2.01744 4.26199 0.021 0.079 0.283
H -0.00002 2.01815 4.26602 -0.023 -0.113 0.330
H 0.00002 1.23851 5.82850 0.030 -0.123 -0.220
```
Positions in Å, forces in eV/Å.

Taken from the natural (NBO) analysis, the atomic charges in e are:
1 O -0.348
2 C 0.489
3 Co 0.174
4 O -0.319
5 C 0.568
6 C 0.491
7 O -0.352
8 C 0.487
9 O -0.350
10 C 0.488
11 O -0.342
12 N -0.668
13 C 0.265
14 N -0.667
15 S 0.288
16 H 0.451
17 H 0.447
18 H 0.447
19 H 0.451